(1)
{
  "formula": "C14H12ClN3O2S",
  "method": "ωB97M-V/def2-TZVPD",
  "homo_lumo_gap_ev": 7.20,
  "smiles": "COc1ccc(C(=O)NC(=S)Nc2cccnc2)cc1Cl",
  "homo_energy_ev": -8.02,
  "symbols": ["C", "H", "O", "C", "C", "C", "C", "C", "C", "Cl", "H", "C", "O", "N", "C", "N", "C", "C", "C", "C", "N", "C", "H", "H", "H", "H", "H", "S", "H", "H", "H", "H", "H"],
  "positions_angstrom": [[3.680367, -4.485797, 3.227070], [2.753125, -4.643789, 3.680480], [3.498844, -4.115104, 1.715602], [2.727374, -3.145342, 1.506005], [2.136392, -2.215580, 2.502390], [1.205576, -1.431138, 2.005524], [0.968034, -1.308431, 0.709683], [1.865137, -1.955172, -0.400195], [2.696275, -2.981901, 0.093602], [3.455077, -3.931977, -0.949013], [1.733652, -1.989200, -1.591888], [0.293783, -0.153995, 0.026955], [-0.066392, 0.982673, 0.979590], [-0.406287, -0.266146, -1.239511], [-1.111672, 0.711467, -1.857273], [-1.636489, 1.630003, -1.104112], [-2.459323, 2.869159, -1.391300], [-2.614129, 3.757409, -0.501050], [-3.374958, 4.972195, -1.024932], [-4.024274, 4.851352, -2.145176], [-3.685742, 4.043147, -3.048941], [-3.074772, 2.764941, -2.789937], [-2.970824, 2.167403, -3.653574], [-4.677287, 5.623304, -2.414082], [-3.324259, 5.761519, -0.362693], [-2.134202, 3.776956, 0.335401], [-1.199124, 1.871882, -0.066739], [-1.628908, 0.147649, -3.537743], [-0.177981, -1.161862, -1.613481], [0.600485, -0.757708, 2.620014], [2.174959, -2.528275, 3.327262], [4.594521, -5.244606, 3.268261], [4.183021, -3.615036, 3.693799]],
  "atomic_forces_ev_per_a": [[4.65, 0.78, -2.55], [-1.27, -0.96, 0.49], [2.59, -4.32, 5.56], [-0.98, 3.78, -0.60], [1.94, -1.45, -13.04], [-2.37, 3.20, 1.72], [1.78, 1.44, -9.57], [-1.54, -1.82, 1.71], [-4.17, 5.08, 1.18], [2.15, -2.50, -2.25], [0.12, 0.82, 2.97], [-5.14, 4.87, 5.45], [2.08, -5.50, -5.49], [4.20, -0.03, 5.22], [-2.81, -1.97, -3.65], [0.32, 4.50, 3.98], [0.78, -9.71, -8.12], [-4.37, 6.85, -3.92], [3.18, -4.37, 5.28], [-0.47, 3.06, 0.23], [0.57, -8.58, -4.11], [-0.82, 8.77, 3.69], [0.57, -0.88, -0.05], [-1.01, 1.31, -0.67], [-0.71, 1.80, 1.06], [2.74, 0.15, 5.13], [-0.29, -2.31, -2.61], [1.21, 1.05, 2.58], [-0.49, -0.07, -1.33], [0.21, -0.29, 0.07], [0.77, -3.58, 12.25], [-2.81, 0.94, -0.29], [-0.64, -0.08, -0.29]],
  "nbo_charge": [-0.28, 0.20, -0.46, 0.39, -0.28, -0.14, -0.20, -0.15, -0.20, 0.12, 0.25, 0.66, -0.73, -0.61, 0.39, -0.59, 0.14, -0.24, -0.17, -0.02, -0.39, 0.03, 0.27, 0.18, 0.21, 0.21, 0.47, -0.39, 0.44, 0.26, 0.18, 0.24, 0.20]
}

***

(2)
{
  "formula": "C3H4O4",
  "method": "ωB97M-V/def2-TZVPD",
  "homo_lumo_gap_ev": 11.10,
  "homo_energy_ev": -10.98,
  "symbols": ["C", "C", "C", "O", "O", "O", "O", "H", "H", "H", "H"],
  "positions_angstrom": [[0.222558, -0.390610, -0.338232], [1.086174, 0.604084, 0.374289], [-1.921378, 0.200454, -0.415075], [-0.485598, -0.066180, -1.369525], [-1.626226, -0.317888, 0.676601], [0.514671, -1.676455, -0.231855], [-2.720239, 0.911940, -0.894644], [0.977199, -1.850617, 0.600575], [1.459988, 0.234050, 1.328490], [0.539897, 1.530127, 0.525448], [1.952953, 0.821096, -0.256072]],
  "atomic_forces_ev_per_a": [[0.37, -0.45, -2.26], [-0.29, 0.03, 0.34], [-1.01, 0.73, 2.80], [0.81, -0.27, 1.56], [0.12, 0.17, -1.57], [-0.23, 0.52, 0.31], [0.47, -0.56, -0.96], [0.07, -0.01, -0.10], [-0.13, -0.02, 0.02], [-0.03, 0.00, 0.01], [-0.16, -0.14, -0.16]],
  "nbo_charge": [0.91, -0.73, 1.01, -0.63, -0.67, -0.61, -0.52, 0.50, 0.23, 0.26, 0.26]
}